# C12H29N2O6P

A cluster of 3 separate species, C12H29N2O6P in total in a non-equilibrium geometry (ωB97M-V with the def2-TZVPD basis set, the OMol25 dataset).

```
50
Properties=species:S:1:pos:R:3:nbo_charge:R:1
C 6.420 5.172 1.060 0.529
O 6.785 4.275 1.819 -0.620
N 5.963 4.974 -0.202 -0.434
C 5.621 6.108 -0.948 -0.402
C 5.785 3.662 -0.816 -0.428
H 6.417 6.231 1.360 0.114
H 4.660 6.029 -1.456 0.193
H 6.318 6.237 -1.776 0.192
H 5.463 6.953 -0.277 0.213
H 6.132 2.817 -0.221 0.245
H 4.729 3.545 -1.062 0.197
H 6.359 3.442 -1.716 0.202
C -0.473 3.440 2.829 0.536
O -1.640 3.644 2.984 -0.608
N 0.276 2.563 3.569 -0.439
C 1.681 2.301 3.184 -0.412
C -0.175 1.804 4.842 -0.418
H 0.110 3.767 1.954 0.098
H 2.003 1.298 3.463 0.208
H 2.410 2.916 3.713 0.191
H 1.745 2.520 2.118 0.204
H 0.543 1.900 5.657 0.204
H -1.201 2.101 5.058 0.235
H -0.227 0.757 4.544 0.200
C -2.445 -7.267 -0.736 -0.626
C -2.832 -5.842 -0.276 -0.076
O -2.687 -4.920 -1.351 -0.817
P -2.065 -3.483 -1.050 2.572
O -1.163 -3.395 0.114 -1.085
O -3.415 -2.576 -0.884 -0.836
C -3.408 -1.273 -0.232 -0.057
C -4.888 -0.833 -0.469 -0.632
O -1.460 -3.103 -2.479 -0.823
C -2.119 -3.265 -3.754 -0.059
C -2.596 -1.832 -4.138 -0.632
H -1.470 -7.209 -1.220 0.214
H -2.474 -7.975 0.092 0.215
H -3.040 -7.767 -1.500 0.203
H -3.777 -5.777 0.265 0.184
H -2.042 -5.758 0.470 0.203
H -3.217 -1.266 0.841 0.194
H -2.720 -0.593 -0.734 0.179
H -5.521 -1.704 -0.640 0.227
H -5.289 -0.157 0.286 0.216
H -4.932 -0.404 -1.470 0.203
H -1.280 -3.581 -4.375 0.187
H -2.824 -4.091 -3.849 0.199
H -1.740 -1.160 -4.076 0.216
H -3.049 -1.839 -5.129 0.213
H -3.250 -1.385 -3.389 0.216
```

Calculated values
structure (SMILES) = CCOP(=O)(OCC)OCC.CN(C)C=O.CN(C)C=O
ΔE to the lowest compared entry with this formula, charge and spin = 0.610 eV
spin multiplicity = 1
orbital gap = 9.73 eV
HOMO level = -0.3377 hartree